The following is a DFT calculation (ωB97M-V/def2-TZVPD) of a gas-phase ion, C7H11INO (charge +1) at a distorted geometry.

Geometry as XYZ:
```
21
Properties=species:S:1:pos:R:3:forces:R:3
C 2.289520 1.566451 -0.187005 0.40 2.83 -1.96
C -1.352681 -0.634616 -0.663126 1.36 -1.87 0.24
C -0.193795 0.133733 1.437451 0.70 -1.22 0.58
C -0.063433 -0.626964 -1.741730 -4.89 -1.33 -1.23
C 0.068104 -1.021260 2.070225 -1.25 0.37 0.87
C -1.399949 0.348476 0.523358 2.08 0.15 0.06
C 1.173558 -0.466929 -1.072914 1.71 0.53 0.92
N 1.577503 0.651608 -0.619410 0.54 -2.38 -0.92
O -1.253430 1.739040 0.174493 -3.63 -0.23 -1.01
I 2.255435 -2.239162 -0.820846 0.11 0.49 0.31
H 3.010443 2.142769 -0.899887 -0.95 -1.36 1.33
H -2.292680 -0.562542 -1.196837 0.12 0.01 -0.63
H -1.301776 -1.715067 -0.243465 -0.29 1.86 -0.41
H 0.567400 0.934661 1.426949 -0.97 -0.41 0.35
H 1.931773 2.102555 0.682102 0.48 -0.17 0.65
H -0.210289 -1.678157 -2.243026 0.71 2.25 0.82
H -0.312000 0.158051 -2.483759 0.51 -0.25 0.44
H 0.886416 -1.239931 2.784330 -0.35 0.46 -0.85
H -0.773242 -1.739144 2.127860 0.73 0.09 -0.25
H -2.375273 0.173948 0.983999 0.21 -0.01 0.40
H -2.231604 1.972480 -0.038762 2.68 0.21 0.28
```
Positions in Å, forces in eV/Å.

Structure (SMILES): C=C[C@@H](O)CCC(I)=[N+]=C
Total charge: +1
Kohn-Sham gap (eV): 7.898
Relative energy (zero: lowest compared OMol25 entry of this formula, charge and spin) (kcal per mole): 31.3
Calculated total energy (hartree): -700.6340
Highest occupied orbital energy (eV): -13.186

---

The following is a DFT calculation (ωB97M-V/def2-TZVPD) of C5H4N2O2 in the gas phase at a distorted geometry.

Geometry as XYZ:
```
13
Properties=species:S:1:pos:R:3:forces:R:3
C 0.940736 1.134872 -0.795418 0.84 4.38 1.51
C -0.093179 1.674747 0.426554 0.18 0.88 3.04
C 0.030613 -0.552262 0.331168 -6.96 0.87 6.13
C -0.537213 -1.775257 0.661912 0.23 -1.81 -0.20
C -1.093433 -2.824282 0.760998 -0.95 -1.83 -0.90
H 1.143485 -1.251239 -2.344650 0.89 -0.24 0.25
H 1.990714 1.631572 -0.383653 -2.37 -2.06 -0.92
H 0.809302 1.754670 -1.801699 -0.16 -2.35 1.83
H -1.603126 -3.775113 0.525676 0.59 1.11 0.85
N 0.738859 -0.353592 -0.670209 6.14 4.81 -6.62
N -0.555828 0.442752 1.005209 1.92 0.61 -1.06
O 0.391221 -0.866340 -1.905256 -1.47 -0.78 -0.05
O -0.279562 2.749975 1.073762 1.11 -3.59 -3.88
```
Positions in Å, forces in eV/Å.

Structure (SMILES): C#CC1=NC(=O)CN1O
Kohn-Sham gap (eV): 8.914
Relative energy (zero: lowest compared OMol25 entry of this formula, charge and spin) (kcal per mole): 150.7
Calculated total energy (hartree): -452.6980
Highest occupied orbital energy (eV): -9.417

---

The following is a DFT calculation (ωB97M-V/def2-TZVPD) of 17 unconnected molecules or ions with the total composition C32H62Cl32N2O3P at a distorted geometry.

Geometry as XYZ:
```
132
Properties=species:S:1:pos:R:3:forces:R:3
O -3.622202 2.046386 0.734722 2.68 -1.97 2.66
P -2.574242 1.144968 1.501187 -0.30 -0.38 -4.16
O -1.244826 2.196776 2.032428 -2.15 -0.40 -0.02
O -3.240756 0.466119 2.974684 1.78 2.67 -0.87
N -1.815935 -0.136881 0.521141 -2.00 2.81 1.56
C -2.626495 -0.481602 -0.708616 -0.23 -0.86 0.21
C -1.701349 -1.339215 -1.784208 -1.15 0.33 -0.18
C -0.883060 -0.406681 -2.856856 0.81 -1.27 -0.01
C 0.242045 0.585931 -2.189658 -0.07 1.27 -1.23
C 0.084547 2.078920 -2.925955 0.47 -0.50 -0.16
C 0.934913 3.222554 -2.117982 0.06 0.59 -0.34
C 0.068844 4.525824 -1.631215 0.31 0.48 0.91
C -1.410221 4.186570 -1.007582 -0.77 0.57 0.39
C -2.611069 5.032439 -1.795678 0.43 -0.51 -0.20
C -2.720080 4.680800 -3.395673 -0.92 1.09 -0.15
C -4.146203 3.912991 -3.728781 0.81 0.04 -0.91
C -4.278012 2.414421 -3.078675 0.10 -0.09 -0.71
N -5.378794 2.275284 -2.030103 -3.99 -0.98 3.85
C -6.002543 0.957744 -1.606483 -2.19 0.66 2.17
C -7.170736 1.024614 -0.443352 4.10 5.21 -3.15
C -7.177022 2.652950 -0.140797 3.13 -2.37 -3.86
C -6.058610 3.330048 -1.183021 -2.32 -2.77 2.04
H -1.524532 3.158084 1.986624 0.01 -1.88 -0.15
H -3.143929 1.204832 3.649417 -0.29 -1.29 -1.08
H -3.121074 0.429321 -1.251635 0.86 -1.51 0.87
H -3.505235 -1.216817 -0.393205 1.41 1.35 -0.84
H -1.031605 -2.092219 -1.189193 -1.00 1.60 -1.08
H -2.461388 -2.003014 -2.419254 1.62 1.42 1.38
H -0.286183 -1.155552 -3.569523 -1.48 1.73 1.44
H -1.626981 0.170507 -3.572402 1.37 -0.98 1.67
H 1.341890 0.223001 -2.462809 -2.26 0.54 0.81
H 0.116243 0.765038 -1.037274 0.05 -0.68 -2.19
H 0.486871 2.062357 -4.048886 -0.90 -0.21 2.34
H -1.067145 2.268063 -3.001503 2.24 0.00 0.34
H 1.815584 3.646033 -2.803609 -1.82 -1.03 1.45
H 1.434906 2.740062 -1.176417 -1.02 0.84 -1.73
H 0.693366 5.026997 -0.747106 -1.22 -0.99 -1.93
H -0.008661 5.378644 -2.460849 0.07 -2.03 1.53
H -1.453418 4.570268 0.120311 0.15 -0.92 -2.39
H -1.662087 3.024614 -0.963943 0.55 2.53 -0.16
H -3.661687 4.803886 -1.319541 2.24 0.45 -0.70
H -2.390315 6.190758 -1.708297 -0.38 -2.27 0.02
H -1.778152 4.144587 -3.848967 -1.92 0.83 1.05
H -2.789378 5.729705 -3.961215 0.14 -2.32 1.08
H -5.024840 4.632118 -3.448754 1.58 -1.53 -0.40
H -4.167513 3.768732 -4.911423 -0.13 0.32 2.49
H -4.565178 1.675920 -3.950501 0.54 1.38 1.87
H -3.225376 2.080816 -2.670715 -2.23 0.65 -0.43
H -5.697984 -0.084892 -2.049135 -0.25 2.62 0.68
H -7.823385 0.184934 0.048212 1.72 1.81 -1.27
H -7.847817 3.179324 0.660706 1.65 -0.86 -1.93
H -5.867809 4.497068 -1.211131 -0.12 -3.14 -0.19
C 1.647351 -3.254449 -2.396313 0.22 0.14 0.35
Cl 1.559151 -2.687700 -4.068462 0.33 -0.17 -0.17
Cl 0.453621 -4.521969 -2.090497 0.00 -0.07 -0.02
H 2.646792 -3.654248 -2.208448 -0.38 0.01 -0.22
H 1.453998 -2.414110 -1.725162 -0.16 -0.14 -0.23
C 2.018305 -5.925476 1.014876 -0.36 0.30 0.07
Cl 2.840412 -7.489993 0.976279 0.11 -0.13 0.04
Cl 2.999353 -4.672260 0.245383 -0.18 -0.02 0.08
H 1.067703 -6.009898 0.482670 0.36 0.03 0.02
H 1.835141 -5.645376 2.055066 0.17 -0.08 -0.27
C -2.049754 6.984414 -7.099417 -0.01 0.23 -0.24
Cl -0.890682 6.977684 -5.764661 0.12 0.08 -0.12
Cl -3.182617 5.633986 -6.964911 -0.03 0.07 -0.14
H -2.610183 7.922243 -7.079178 0.11 -0.27 0.13
H -1.505851 6.899961 -8.043364 -0.10 -0.09 0.30
C -3.524383 -4.207881 -4.647387 0.25 -0.25 0.12
Cl -2.261477 -2.981033 -4.805438 -0.10 -0.12 -0.20
Cl -5.103021 -3.558625 -5.107273 -0.18 -0.04 -0.01
H -3.283673 -5.052085 -5.298072 -0.17 0.39 0.11
H -3.566534 -4.543282 -3.608287 -0.03 0.25 -0.20
C 6.131323 -3.409827 2.845531 0.08 -0.12 0.33
Cl 5.806425 -2.243543 1.557398 0.07 0.16 0.04
Cl 5.390119 -4.974565 2.488686 0.25 -0.08 0.25
H 7.211763 -3.541692 2.941834 -0.27 0.01 -0.12
H 5.721282 -3.027446 3.783428 0.03 -0.21 -0.54
C -5.120824 -0.466040 -7.620408 -0.14 -0.25 0.34
Cl -4.939504 -0.359319 -9.375628 -0.06 -0.09 -0.10
Cl -4.318638 0.887586 -6.814605 -0.04 -0.07 0.06
H -6.184538 -0.448733 -7.370952 0.29 0.11 -0.12
H -4.675583 -1.401475 -7.272959 -0.01 0.30 -0.11
C 0.114051 -5.476481 -6.945562 0.12 0.42 0.07
Cl 0.384125 -6.774822 -8.114509 0.08 0.02 -0.11
Cl -0.989519 -5.993099 -5.664795 0.31 -0.19 -0.08
H 1.070799 -5.195347 -6.498783 -0.28 -0.18 -0.03
H -0.318543 -4.616525 -7.462609 0.01 -0.30 0.14
C 7.534747 -0.537361 4.935259 0.04 0.43 -0.17
Cl 6.238925 -1.531014 5.612433 -0.07 0.26 0.32
Cl 9.065526 -1.421133 4.907208 0.02 0.06 -0.04
H 7.268933 -0.253803 3.914009 0.03 -0.23 0.23
H 7.652782 0.359450 5.548281 -0.02 -0.34 -0.04
C 6.519609 -0.928594 9.618690 -0.46 -0.03 -0.23
Cl 6.971455 -2.058697 10.900785 0.01 -0.02 0.06
Cl 7.853131 0.167744 9.238046 -0.05 0.06 -0.08
H 6.257386 -1.494705 8.721599 0.21 0.10 0.23
H 5.659332 -0.341348 9.948939 0.30 -0.10 0.03
C 5.847351 2.857009 11.788106 0.29 0.18 0.19
Cl 5.759151 3.423758 10.115957 0.07 0.05 0.07
Cl 4.653621 1.589488 12.093922 0.03 -0.05 0.10
H 6.846792 2.457210 11.975971 -0.29 0.00 -0.16
H 5.653998 3.697348 12.459257 -0.08 -0.23 -0.24
C -1.052649 10.465832 -3.488365 0.21 -0.03 0.35
Cl -1.140849 11.032581 -5.160513 0.07 0.09 -0.02
Cl -2.246379 9.198312 -3.182548 0.29 0.03 0.02
H -0.053208 10.066033 -3.300499 -0.29 0.03 -0.17
H -1.246002 11.306172 -2.817214 -0.06 -0.21 -0.25
C -4.968677 8.548046 -0.865803 0.16 -0.06 0.32
Cl -5.293575 9.714331 -2.153936 -0.22 0.14 0.13
Cl -5.709881 6.983309 -1.222648 0.01 0.22 0.09
H -3.888237 8.416181 -0.769501 -0.25 -0.02 -0.16
H -5.378718 8.930428 0.072094 0.00 -0.11 -0.32
C 4.031323 -4.702847 11.635090 0.28 0.27 0.24
Cl 3.706425 -3.536562 10.346957 -0.03 -0.02 0.07
Cl 3.290119 -6.267584 11.278245 -0.08 -0.04 0.24
H 5.111763 -4.834712 11.731392 -0.28 0.00 -0.16
H 3.621282 -4.320465 12.572987 -0.01 -0.13 -0.32
C 4.718305 -7.558027 8.306289 -0.31 0.09 0.15
Cl 5.540412 -9.122544 8.267692 -0.07 -0.09 0.04
Cl 5.699353 -6.304811 7.536796 -0.08 0.08 0.04
H 3.767703 -7.642449 7.774083 0.33 0.00 0.04
H 4.535141 -7.277928 9.346478 0.21 -0.12 -0.41
C 5.241701 -5.496352 -3.726117 0.16 -0.21 -0.23
Cl 4.110834 -6.508583 -2.819700 0.05 -0.04 -0.10
Cl 5.166777 -3.815644 -3.183226 0.16 0.04 -0.08
H 6.256080 -5.873820 -3.575891 -0.29 0.14 0.09
H 4.985522 -5.539230 -4.787500 -0.04 0.08 0.32
C -0.168677 -9.165957 3.049339 0.23 0.15 0.26
Cl -0.493575 -7.999673 1.761205 -0.14 -0.02 0.16
Cl -0.909881 -10.730695 2.692493 0.04 -0.05 0.10
H 0.911763 -9.297822 3.145641 -0.27 0.01 -0.18
H -0.578718 -8.783576 3.987235 -0.01 -0.10 -0.33
```
Positions in Å, forces in eV/Å.

Total charge: -1
Kohn-Sham gap (eV): 4.942
Calculated total energy (hartree): -16658.8636
Highest occupied orbital energy (eV): -3.624

---

The following is a DFT calculation (ωB97M-V/def2-TZVPD) of 8 unconnected molecules or ions with the total composition C22H60O10 at a distorted geometry.

Geometry as XYZ:
```
92
Properties=species:S:1:pos:R:3:forces:R:3
C 0.045939 0.183564 0.692429 -1.00 2.20 -0.07
C 0.447068 -0.190044 -0.693003 -1.60 0.97 -1.98
O 0.871232 -1.496243 -0.664462 0.75 -1.50 1.11
O -0.409168 1.560569 0.698515 1.11 0.77 -0.25
H 0.928405 0.242927 1.292239 0.52 -1.05 0.91
H -0.808068 -0.419813 1.066234 0.89 0.09 -0.05
H 1.329133 0.416470 -1.054647 -1.30 0.18 0.13
H -0.518188 -0.138381 -1.412403 2.17 0.47 1.37
H 0.735641 -1.836820 -1.535466 0.02 -0.91 -1.09
H 0.423876 2.156307 0.690814 -1.62 -1.47 -0.02
C -0.058964 -2.412358 -4.222054 -0.94 -2.02 -2.26
C -0.576663 -3.749069 -4.873657 -1.26 1.13 0.05
O -1.534336 -3.499671 -5.932181 1.62 8.98 6.88
O 0.686907 -2.743118 -3.128988 -5.98 3.39 3.09
H -0.908860 -1.810455 -4.105979 -1.91 0.32 2.23
H 0.343760 -1.630233 -4.817920 1.87 -0.26 -1.67
H -1.209257 -4.346660 -4.208971 0.76 0.38 0.96
H 0.298967 -4.332774 -5.088588 0.34 -0.47 -0.96
H -1.555548 -4.144859 -6.450476 -0.27 -8.65 -7.00
H 1.466099 -3.125673 -3.158250 5.77 -2.80 -1.39
C 5.041113 -1.950820 -1.066750 4.75 -6.07 1.12
C 4.520432 -1.646897 0.180291 3.33 4.34 2.35
C 5.667592 -1.280683 1.194672 1.67 0.50 -4.02
O 3.611618 -0.624859 0.028888 -1.72 3.18 -0.20
H 5.784526 -2.878420 -0.928367 -1.94 1.18 -0.72
H 5.711649 -1.339938 -1.469881 2.94 3.65 -0.81
H 4.421017 -2.013086 -1.818979 -3.87 -1.39 -3.69
H 3.947237 -2.235134 0.689973 -2.55 -5.42 2.48
H 5.295237 -0.787849 1.987355 -1.41 1.15 3.19
H 6.416621 -0.536785 0.779398 -1.06 -0.44 -0.20
H 6.360102 -2.070503 1.419152 -0.35 -0.90 0.46
H 2.758239 -1.046503 -0.169116 0.03 0.24 0.03
C -1.688432 5.025521 -3.297512 3.76 0.94 0.21
C -1.723821 3.625500 -3.906868 1.26 -1.30 2.90
C -0.706137 2.674522 -3.122090 -1.41 2.63 3.88
O -3.081119 3.217068 -3.736995 -0.59 -1.01 -0.47
H -0.628740 5.543353 -3.449856 -2.06 -1.19 0.10
H -1.937783 5.283216 -2.262470 0.32 -1.59 0.46
H -2.376049 5.670003 -3.699562 -1.69 1.41 -2.07
H -1.323011 3.553294 -4.898621 -0.56 0.63 -1.06
H -1.180381 2.475761 -2.100453 0.06 -0.07 -1.25
H 0.223427 3.139300 -2.672372 -0.66 -0.09 -1.45
H -0.494080 1.746054 -3.522100 0.43 -1.79 -1.30
H -3.340546 2.275187 -3.925656 1.16 1.38 0.08
C 0.668037 -1.141818 4.434394 0.54 0.94 3.55
C 1.322413 -2.499259 4.246450 1.82 1.06 0.58
C 2.181335 -2.649386 3.004512 -2.37 5.42 -2.84
O 2.333307 -2.797691 5.328042 -2.92 0.11 1.24
H -0.198736 -0.964979 3.837358 -0.49 -0.13 -0.80
H 1.369680 -0.207641 4.338889 -1.18 -1.91 0.45
H 0.189808 -1.266225 5.563719 1.28 1.00 -2.57
H 0.501127 -3.183862 4.333080 -0.14 -0.96 -0.26
H 1.533879 -2.535770 1.993498 1.22 -0.76 2.29
H 2.649340 -3.537950 3.107375 1.94 -2.71 -0.35
H 2.885940 -1.687119 2.852252 -1.16 -2.38 0.83
H 1.795284 -2.918044 6.196614 1.44 0.38 -2.22
C 2.338249 4.779627 -0.492765 -0.17 -0.22 -1.15
C 2.186489 4.022144 0.938902 0.20 2.50 -1.26
C 0.803314 4.327772 1.540333 1.54 2.60 2.34
O 2.143049 2.687927 0.687372 -1.90 -2.51 0.31
H 1.344062 4.472095 -1.195100 2.54 1.38 2.17
H 3.187898 4.396631 -1.126793 -0.63 -0.37 0.89
H 2.678218 5.889677 -0.493348 -1.53 -1.57 0.37
H 3.017190 4.150014 1.720404 -1.01 0.81 -1.24
H 0.730444 5.417731 1.826457 0.46 -0.67 -0.57
H 0.867817 3.923316 2.584000 -1.06 -0.51 -1.11
H -0.082175 4.235824 0.918160 0.11 -1.00 0.04
H 2.863364 2.277167 0.258261 1.52 -0.30 -0.71
C -2.944578 -2.627426 0.064588 2.50 0.29 2.05
C -2.510845 -3.987955 0.680089 2.06 3.89 -0.48
C -1.224538 -3.703797 1.408648 -2.23 2.12 3.83
O -3.522677 -4.276559 1.501386 -2.93 -1.88 2.34
H -2.220670 -2.098937 -0.550213 -0.05 0.00 -0.12
H -3.266490 -2.011698 0.954397 1.28 -0.35 -0.44
H -3.873214 -2.661484 -0.307929 -3.31 -0.62 -2.65
H -2.234308 -4.829609 0.139503 -0.03 -1.37 -2.34
H -1.015905 -4.434414 2.151109 0.40 -1.22 0.33
H -1.353473 -2.766590 2.109237 0.23 -1.31 -1.51
H -0.429550 -3.543904 0.781666 1.90 0.37 -1.59
H -4.262528 -4.570773 0.942459 0.24 0.13 0.59
C -4.636132 1.202771 2.940474 -1.21 2.25 -1.55
C -3.906515 1.638586 1.634564 -3.64 5.26 2.44
C -4.889047 2.394758 0.626267 0.04 1.40 1.80
O -2.807441 2.462835 1.929046 0.30 -0.57 -0.09
H -5.495310 0.544172 2.692638 0.46 0.46 0.35
H -4.961440 2.133817 3.516996 0.14 -1.20 -0.91
H -3.944646 0.733716 3.548358 1.32 -1.33 1.32
H -3.768928 0.884184 1.030663 2.05 -4.67 -2.57
H -4.292072 2.658605 -0.221685 0.51 0.41 -0.56
H -5.404332 3.373897 1.003591 0.86 -1.94 -0.43
H -5.589180 1.674147 0.246285 -0.82 -0.21 0.05
H -2.032199 2.120508 1.450529 0.14 0.17 0.13
```
Positions in Å, forces in eV/Å.

Structure (SMILES): CC(C)O.CC(C)O.CC(C)O.CC(C)O.CC(C)O.CC(C)O.OCCO.OCCO
Kohn-Sham gap (eV): 9.369
Relative energy (zero: lowest compared OMol25 entry of this formula, charge and spin) (kcal per mole): 248.7
Calculated total energy (hartree): -1626.1917
Highest occupied orbital energy (eV): -9.160

---

Question: What is the Kohn-Sham gap in the fourth record?
Answer: 9.369 eV

---

Question: The highest highest occupied orbital energy belongs to which entry?
Answer: C32H62Cl32N2O3P

---

Question: Among the records above, which one has the lowest highest occupied orbital energy?
Answer: C7H11INO

---

Question: What is the formula in the first record?
Answer: C7H11INO